Record 1
C17H20N4O7 | ωB97M-V with the def2-TZVPD basis set

```
48
Properties=species:S:1:pos:R:3:lowdin_charge:R:1
O -1.60061 2.98500 5.61949 0.07
O 0.93667 -0.59032 -3.43957 0.06
O 2.08688 1.16734 4.07680 0.05
O -2.85083 -6.27484 -3.11018 0.08
O -4.46752 -5.11496 -2.28895 0.07
O 1.98347 3.67136 -1.39063 -0.01
O 0.86577 0.94686 0.30421 -0.05
C -1.01591 2.59162 4.62268 -0.42
C 1.04102 -1.41098 -2.52820 -0.41
C 0.97420 1.62510 3.80049 -0.45
C -0.88893 -2.68291 -3.66544 0.00
C 0.10890 -2.56196 -2.55271 -0.12
C -0.65911 2.38396 2.21399 0.06
C -1.49807 2.84112 3.24908 -0.15
C 0.03291 -3.49487 -1.51925 0.03
C -2.02768 -3.45289 -3.54718 0.01
N 0.20995 2.01423 4.83950 0.21
N 1.85007 -1.13730 -1.41637 0.07
N 0.55638 1.72265 2.47764 0.06
N -3.26863 -5.26472 -2.55239 -0.37
C -2.79586 3.53832 2.96289 -0.04
C -1.09954 -4.54071 -1.46043 -0.10
C -2.37072 -4.16037 -2.22974 -0.23
C 2.11973 2.85079 0.88509 -0.02
C 2.57020 0.12646 -1.28457 -0.11
C 2.37573 2.57392 -0.59108 -0.33
C 1.51777 1.54545 1.42076 -0.28
C 1.61896 1.27857 -0.90102 -0.22
H 2.15778 3.52955 -2.33361 0.11
H -0.72565 -2.07264 -4.54792 0.11
H -1.00990 2.47610 1.21101 0.13
H 0.76470 -3.45023 -0.72398 0.10
H -2.72442 -3.47177 -4.38049 0.12
H 0.51042 1.90736 5.79922 0.18
H 1.58508 -1.61146 -0.57721 0.11
H -3.04781 3.61261 1.90424 0.08
H -3.63894 3.06355 3.49933 0.10
H -2.68592 4.52632 3.32021 0.07
H -0.71062 -5.45791 -1.92350 0.13
H -1.41989 -4.74715 -0.43191 0.13
H -2.90200 -3.41764 -1.63313 0.16
H 1.44005 3.70407 0.90122 0.13
H 3.05063 3.14498 1.39290 0.14
H 3.33461 0.01699 -0.52541 0.13
H 3.08076 0.37862 -2.23604 0.14
H 3.44157 2.38046 -0.72113 0.15
H 2.28581 0.83129 1.71967 0.16
H 0.90857 1.48100 -1.70841 0.16
```

## Properties
SMILES: Cc1cn([C@@H]2C[C@H](O)[C@@H](CNC(=O)C3=CC[C@H]([N+](=O)[O-])C=C3)O2)c(=O)[nH]c1=O
LUMO level: -0.37 eV
gap between HOMO and LUMO: 0.3202 Ha
F_max: 4.1 eV Å⁻¹
ΔE to the lowest compared entry with this formula, charge and spin: 312.1 kJ/mol
HOMO energy: -9.082 eV


Record 2
C24H26BF3NO3 | ωB97M-V with the def2-TZVPD basis set

```
58
Properties=species:S:1:pos:R:3:lowdin_charge:R:1
C -5.41674 0.38943 -1.26398 -0.02
C -4.15124 -0.31470 -1.26425 -0.33
C -3.65396 -1.46429 -1.82036 -0.01
C -2.28018 -1.56336 -1.41440 -0.02
C -1.99761 -0.45025 -0.65680 -0.12
B -0.89010 0.06551 0.43513 -0.81
O -0.67098 1.44978 0.12940 0.00
C -1.05285 2.32251 1.20816 -0.11
C -0.92466 1.48055 2.47067 -0.05
N -1.25100 0.05883 2.06275 -0.12
C -2.63212 -0.24922 2.48139 0.01
C -0.29709 -0.95631 2.62761 -0.06
C 0.06813 -1.85582 1.45676 -0.08
O 0.17600 -0.90878 0.36627 -0.03
O -3.14695 0.31609 -0.57762 0.03
H -6.18674 -0.21493 -1.74459 0.09
H -5.77099 0.63118 -0.25298 0.09
H -5.31206 1.34702 -1.79756 0.10
H -4.18080 -2.15458 -2.47713 0.12
H -1.57628 -2.36397 -1.63937 0.11
H -0.36162 3.18007 1.22273 0.12
H -2.08172 2.71258 1.05941 0.14
H 0.11688 1.49633 2.83654 0.13
H -1.60427 1.84350 3.25313 0.14
H -2.63081 -0.31247 3.58352 0.11
H -3.30839 0.56404 2.18091 0.12
H -2.95590 -1.20294 2.05266 0.12
H 0.62405 -0.45459 2.95236 0.14
H -0.73080 -1.48593 3.47744 0.14
H 1.04820 -2.34208 1.58973 0.13
H -0.70985 -2.61174 1.23460 0.14
F 2.75340 3.01415 3.24451 0.11
C 2.94061 3.66149 2.03857 -0.49
F 2.06974 4.72068 2.03080 0.12
F 4.20978 4.17961 2.06758 0.13
C 2.71861 2.72486 0.87448 -0.10
C 1.97635 3.11878 -0.23512 0.01
C 1.47564 2.14430 -1.08007 0.03
C 1.76678 0.77151 -0.88033 -0.16
C 0.95594 -0.26854 -1.49482 0.15
C 1.62455 -1.46145 -1.99035 -0.18
C 1.38837 -1.90241 -3.32144 0.00
C 2.12042 -2.96359 -3.84965 -0.05
C 3.08009 -3.64231 -3.07467 -0.04
C 3.29042 -3.24678 -1.74729 -0.05
C 2.50197 -2.23662 -1.19559 -0.03
C 2.85872 0.51627 -0.01619 0.03
C 3.24379 1.43972 0.94561 0.02
H 1.73784 4.17386 -0.38612 0.14
H 0.81844 2.41667 -1.90264 0.14
H -0.01591 -0.00834 -1.92448 0.14
H 0.63372 -1.36914 -3.91972 0.13
H 1.93374 -3.25741 -4.88619 0.12
H 3.67378 -4.45669 -3.50091 0.12
H 4.05772 -3.71643 -1.12349 0.12
H 2.56739 -2.06843 -0.11482 0.10
H 3.42082 -0.41094 -0.07719 0.11
H 3.93975 1.17573 1.74738 0.14
```

## Properties
LUMO level: -4.97 eV
gap between HOMO and LUMO: 0.2075 Ha
F_max: 2.5 eV Å⁻¹
ΔE to the lowest compared entry with this formula, charge and spin: 38.6 kJ/mol
HOMO energy: -10.619 eV
net charge: +1


Record 3
C41H37F5P2Sn | ωB97M-V with the def2-TZVPD basis set

```
86
Properties=species:S:1:pos:R:3:lowdin_charge:R:1
Sn 1.18948 -0.70730 5.43178 1.26
C 4.61849 2.60712 3.92960 -0.12
C 3.64054 2.73295 3.02500 -0.10
C 3.74105 2.44190 1.55896 -0.19
C 3.38786 1.02149 1.04494 -0.19
C 3.94885 -0.10414 1.81814 -0.12
C 5.10400 -0.10255 2.49363 -0.11
C 6.11087 1.00007 2.57417 -0.19
C 5.95271 1.96577 3.75571 -0.19
C 2.02514 -2.57654 4.61515 -0.36
H 4.48863 3.03333 4.92427 0.10
H 2.67289 3.15647 3.33595 0.11
H 4.73699 2.71195 1.17216 0.11
H 3.02896 3.12105 1.06377 0.11
H 2.29603 0.90027 1.04317 0.09
H 3.73445 1.02407 -0.00434 0.13
H 3.32017 -0.99031 1.87007 0.09
H 5.39151 -0.99771 3.05833 0.09
H 6.16967 1.55482 1.62734 0.11
H 7.08161 0.50259 2.72578 0.12
H 6.17158 1.41712 4.69060 0.10
H 6.75031 2.72082 3.64046 0.13
H 2.33950 -3.05058 5.54307 -0.02
H 2.89465 -2.33690 3.96450 -0.01
H 1.24790 -3.24150 4.18854 0.00
P -4.09171 0.85945 -2.12493 1.12
P -2.95684 -2.16559 -3.14580 1.11
C -3.11548 0.60413 -3.63120 -0.30
C -2.67663 -0.61685 -4.04092 -0.33
C -5.33794 2.10521 -2.71049 -0.38
C -5.11008 2.99768 -3.78789 -0.09
C -6.07469 3.95410 -4.12487 -0.06
C -7.27363 4.03134 -3.39650 -0.06
C -7.51331 3.14150 -2.34808 -0.06
C -6.55905 2.17182 -2.01857 -0.10
C -2.93052 1.83004 -1.11351 -0.37
C -1.80018 1.15714 -0.62290 -0.10
C -0.84348 1.86520 0.09449 -0.08
C -0.97196 3.23585 0.32147 -0.06
C -2.10564 3.89022 -0.16854 -0.06
C -3.08625 3.20279 -0.88379 -0.06
C -3.58973 -3.14165 -4.61816 -0.34
C -4.84486 -2.78594 -5.15842 -0.10
C -5.31733 -3.39632 -6.32742 -0.06
C -4.53546 -4.37718 -6.96031 -0.05
C -3.30112 -4.76794 -6.41189 -0.06
C -2.83858 -4.15789 -5.23984 -0.07
C -1.27494 -2.82702 -2.94687 -0.41
C -1.11354 -3.83004 -1.98248 -0.10
C 0.12939 -4.43546 -1.82522 -0.07
C 1.22459 -4.05200 -2.59389 -0.06
C 1.06220 -3.02189 -3.52852 -0.06
C -0.17063 -2.39159 -3.70154 -0.08
H -2.87526 1.50594 -4.21296 0.08
H -2.17948 -0.73935 -5.01756 0.10
H -4.18428 2.95447 -4.36680 0.09
H -5.88171 4.63854 -4.96174 0.12
H -8.00764 4.79282 -3.65419 0.12
H -8.45045 3.19807 -1.78334 0.12
H -6.75496 1.46349 -1.22100 0.10
H -1.67452 0.09988 -0.83341 0.09
H 0.02204 1.34680 0.48971 0.08
H -0.20769 3.78875 0.87185 0.11
H -2.22827 4.95673 0.00538 0.12
H -3.94796 3.73904 -1.27862 0.11
H -5.43341 -2.00352 -4.68058 0.10
H -6.29074 -3.10322 -6.75346 0.12
H -4.88998 -4.84688 -7.88119 0.12
H -2.68903 -5.53851 -6.90128 0.12
H -1.87124 -4.44562 -4.82856 0.10
H -1.95971 -4.14469 -1.38464 0.10
H 0.24618 -5.23375 -1.10072 0.11
H 2.19379 -4.54217 -2.48159 0.12
H 1.90787 -2.71143 -4.14287 0.11
H -0.27024 -1.59077 -4.43384 0.10
F 2.29394 1.62583 7.07805 0.04
C 3.32027 0.71676 7.19053 -0.21
C 3.42486 -0.27339 6.21150 -0.15
C 4.68093 -0.92402 6.27175 -0.11
F 5.10634 -1.73410 5.24556 0.12
C 5.59229 -0.81003 7.35447 -0.03
F 6.71826 -1.57580 7.40263 0.18
C 5.29063 0.03606 8.43167 -0.08
F 6.01610 -0.02426 9.56816 0.16
C 4.15592 0.84771 8.32955 -0.02
F 3.80074 1.64729 9.37339 0.18
```

## Properties
LUMO level (alpha / beta): -8.10 / -9.64 eV
gap between HOMO and LUMO (alpha / beta): 0.1651 / 0.1226 Ha
F_max: 2.9 eV Å⁻¹
ΔE to the lowest compared entry with this formula, charge and spin: 398.4 kJ/mol
HOMO energy (alpha / beta): -12.595 / -12.979 eV
net charge: +2


Record 4
C3H4N2O7 | ωB97M-V with the def2-TZVPD basis set

```
16
Properties=species:S:1:pos:R:3:lowdin_charge:R:1
C -0.90323 -0.77738 0.48908 -0.23
C -1.23968 0.37420 -0.50148 -0.09
C -0.42751 -1.46308 -0.76568 -0.39
N -0.58257 1.64401 -0.30436 -0.32
N 2.30544 0.13992 0.56826 -0.10
O 0.50952 1.82807 -0.82215 0.08
O 2.71821 -0.79468 1.19565 0.05
O -1.08475 2.42963 0.50599 0.10
O 3.22450 1.07103 0.08461 0.02
O -0.49550 -0.34285 -1.54300 0.13
O -1.93363 -1.40440 1.11392 0.05
O -0.11201 -2.62519 -0.94718 0.16
H -0.14524 -0.53026 1.23655 0.16
H -2.24054 0.56912 -0.65386 0.16
H -2.33821 -2.00600 0.43402 0.14
H 2.74518 1.88787 -0.09036 0.08
```

## Properties
LUMO level: -0.84 eV
gap between HOMO and LUMO: 0.3594 Ha
F_max: 3.6 eV Å⁻¹
ΔE to the lowest compared entry with this formula, charge and spin: 9.8 kJ/mol
HOMO energy: -10.617 eV